[1]
{
  "formula": "C16H32ClIrNOP2",
  "method": "ωB97M-V with the def2-TZVPD basis set",
  "species": ["Ir", "Cl", "P", "P", "O", "N", "C", "C", "C", "C", "C", "C", "C", "C", "C", "C", "C", "C", "C", "C", "C", "C", "H", "H", "H", "H", "H", "H", "H", "H", "H", "H", "H", "H", "H", "H", "H", "H", "H", "H", "H", "H", "H", "H", "H", "H", "H", "H", "H", "H", "H", "H", "H", "H"],
  "positions_angstrom": [[0.437, 0.247, 0.079], [1.286, 1.821, 2.894], [-0.705, 2.276, -0.684], [1.332, -1.768, 1.014], [2.178, -0.300, -1.372], [-1.015, -0.638, -0.312], [-2.214, -1.191, -0.319], [-0.031, 0.854, 2.051], [-4.813, -2.377, -0.367], [2.007, -2.835, -0.307], [-2.476, 2.233, -0.262], [-4.283, -1.826, 0.814], [3.081, 0.593, -1.224], [-2.763, -1.760, -1.500], [3.028, 1.840, -2.061], [-3.029, -1.253, 0.839], [-0.035, 3.822, 0.002], [-0.628, 2.262, -2.491], [-4.012, -2.320, -1.520], [3.921, 0.660, 0.028], [2.667, -1.658, 2.264], [0.067, -2.813, 1.782], [0.336, 1.898, -2.878], [-0.803, 3.292, -2.830], [-2.647, -0.826, 1.757], [-0.675, -3.109, 1.035], [2.122, 2.279, -2.513], [3.633, 1.385, -2.853], [3.577, -1.210, 1.838], [2.905, -2.369, -0.744], [2.314, -1.031, 3.096], [2.898, -2.673, 2.632], [0.654, 1.653, 0.817], [3.537, 2.706, -1.604], [-0.437, -2.254, 2.573], [-1.431, 1.607, -2.859], [4.686, 1.437, 0.013], [1.058, 3.811, -0.116], [-2.657, 1.978, 0.791], [-4.442, -2.741, -2.427], [-2.138, -1.712, -2.398], [3.492, 0.746, 1.040], [-5.806, -2.828, -0.387], [-2.878, 3.235, -0.464], [-0.303, 3.902, 1.066], [4.439, -0.292, -0.028], [-0.186, -0.047, 2.655], [-2.980, 1.500, -0.908], [-4.884, -1.852, 1.711], [1.253, -2.938, -1.107], [-0.935, 1.491, 2.016], [2.258, -3.832, 0.093], [0.529, -3.711, 2.212], [-0.488, 4.634, -0.577]],
  "spin_multiplicity": 6,
  "gap_ha": [0.109, 0.204],
  "s2": 8.798,
  "total_charge": 0
}


[2]
{
  "formula": "C16H32F3INO12S",
  "method": "ωB97M-V with the def2-TZVPD basis set",
  "species": ["I", "S", "F", "F", "F", "O", "O", "O", "O", "O", "O", "O", "O", "O", "O", "O", "O", "N", "C", "C", "C", "C", "C", "C", "C", "C", "C", "C", "C", "C", "C", "C", "C", "C", "H", "H", "H", "H", "H", "H", "H", "H", "H", "H", "H", "H", "H", "H", "H", "H", "H", "H", "H", "H", "H", "H", "H", "H", "H", "H", "H", "H", "H", "H", "H", "H"],
  "positions_angstrom": [[1.090, -3.320, 1.877], [1.319, -4.537, -2.258], [-2.144, -3.181, 1.277], [-4.829, -2.330, 1.744], [-3.835, -0.610, 2.731], [-5.610, 1.267, 1.131], [3.175, 1.602, -6.237], [1.262, 1.825, 0.773], [0.809, 0.146, -0.639], [3.502, -1.933, -0.353], [2.607, -2.046, -4.654], [3.543, -0.977, 1.674], [3.463, -5.490, 2.946], [-2.761, 0.487, -2.333], [-0.247, 4.639, 2.440], [1.019, -0.309, 1.514], [-0.333, 3.912, 6.796], [1.241, -1.828, -1.729], [2.999, -1.466, 0.680], [3.650, 0.874, -7.359], [-0.867, -1.582, -0.651], [-1.801, -0.898, 0.380], [1.057, 0.667, 0.594], [3.974, -1.889, -4.279], [-0.579, 5.264, 1.208], [0.624, -1.278, -0.511], [1.390, -1.511, 0.801], [4.005, -6.237, 4.022], [-2.562, -1.896, 1.224], [-3.909, 1.294, -2.571], [-3.712, -1.622, 1.872], [1.402, -3.017, -1.865], [-5.785, 2.571, 1.667], [-0.648, 4.518, 5.540], [0.109, 3.769, 2.228], [4.223, -2.521, -3.424], [4.017, -4.716, 2.801], [-6.669, 2.619, 2.309], [-1.055, 5.506, 5.746], [-3.622, 2.321, -2.811], [4.587, -2.179, -5.131], [-4.908, 2.883, 2.241], [2.816, 0.453, -7.928], [5.019, -6.581, 3.796], [-4.512, 0.889, -3.388], [-1.145, -1.211, -1.635], [-1.393, 3.930, 5.001], [-5.482, 0.658, 1.864], [2.077, -1.785, -3.893], [4.318, 0.068, -7.042], [-0.983, 6.250, 1.433], [-2.233, 0.482, -3.136], [-1.333, 4.681, 0.672], [4.203, 1.559, -7.998], [4.025, -5.647, 4.943], [4.179, -0.846, -4.024], [-2.571, -0.377, -0.182], [3.366, -7.104, 4.174], [0.241, 4.622, 4.919], [-1.305, -0.136, 0.981], [0.027, 3.041, 6.613], [0.310, 5.374, 0.582], [-5.919, 3.255, 0.832], [-1.085, -2.649, -0.654], [-4.503, 1.296, -1.659], [2.690, 0.988, -5.677]],
  "spin_multiplicity": 1,
  "gap_ha": 0.283,
  "total_charge": -1
}


[3]
{
  "formula": "C16H32GeNO2SSe2Si3SnTe2",
  "method": "ωB97M-V with the def2-TZVPD basis set",
  "species": ["Te", "Te", "Sn", "Se", "Se", "Ge", "S", "Si", "Si", "Si", "O", "O", "N", "C", "C", "C", "C", "C", "C", "C", "C", "C", "C", "C", "C", "C", "C", "C", "C", "H", "H", "H", "H", "H", "H", "H", "H", "H", "H", "H", "H", "H", "H", "H", "H", "H", "H", "H", "H", "H", "H", "H", "H", "H", "H", "H", "H", "H", "H", "H", "H"],
  "positions_angstrom": [[3.036, -2.028, 3.436], [3.306, -1.505, 0.763], [0.436, -0.369, 0.805], [2.672, 0.933, 0.780], [0.942, -0.936, 3.899], [-1.401, 3.339, -0.604], [1.014, 0.224, -4.089], [0.161, 4.543, 1.089], [-3.450, 1.016, 1.073], [-2.751, 2.824, -2.722], [-2.168, 0.741, -0.040], [-1.116, 1.700, 0.180], [0.692, -0.628, -1.691], [-4.818, -0.044, 0.382], [0.654, -1.461, -3.875], [0.218, -3.728, -4.407], [-1.597, 3.765, -3.882], [-3.823, 2.864, 0.995], [0.217, -3.034, -2.087], [-2.770, 0.973, -3.046], [1.730, 4.869, 0.111], [-4.431, 3.641, -2.527], [0.516, -1.736, -2.506], [0.077, -4.016, -3.043], [0.500, -2.450, -4.842], [-0.866, 6.099, 1.337], [-2.864, 0.531, 2.784], [0.952, 0.431, -2.393], [0.231, 3.466, 2.624], [0.097, -3.240, -1.031], [0.597, -2.212, -5.893], [-2.637, 0.776, -4.111], [-1.854, 5.873, 1.743], [-1.923, 1.022, 3.048], [-4.479, -1.047, 0.123], [-0.707, 3.526, 3.177], [-2.000, 3.780, -4.897], [1.504, 5.358, -0.837], [-1.473, 4.801, -3.560], [2.299, 3.961, -0.088], [-1.979, 0.462, -2.495], [-0.154, -5.031, -2.750], [-2.988, 3.452, 1.395], [-4.700, 3.101, 1.598], [1.031, 3.823, 3.278], [2.375, 5.541, 0.683], [-0.612, 3.296, -3.930], [-5.279, 0.404, -0.500], [-0.998, 6.640, 0.398], [-4.922, 3.697, -3.501], [-5.088, 3.075, -1.864], [-4.037, 3.198, -0.027], [-0.370, 6.775, 2.037], [-3.601, 0.802, 3.542], [-4.347, 4.658, -2.140], [0.103, -4.526, -5.128], [-5.597, -0.135, 1.143], [-2.712, -0.549, 2.849], [1.164, 1.388, -1.934], [-3.719, 0.539, -2.731], [0.436, 2.421, 2.388]],
  "spin_multiplicity": 2,
  "gap_ha": [0.233, 0.229],
  "s2": 0.757,
  "total_charge": 2
}


[4]
{
  "formula": "C16H32N2O3P",
  "method": "ωB97M-V with the def2-TZVPD basis set",
  "species": ["P", "O", "O", "O", "N", "N", "C", "C", "C", "C", "C", "C", "C", "C", "C", "C", "C", "C", "C", "C", "C", "C", "H", "H", "H", "H", "H", "H", "H", "H", "H", "H", "H", "H", "H", "H", "H", "H", "H", "H", "H", "H", "H", "H", "H", "H", "H", "H", "H", "H", "H", "H", "H", "H"],
  "positions_angstrom": [[-2.662, 1.481, -0.373], [-1.632, -0.916, 0.240], [1.586, 4.604, -0.867], [0.662, -4.618, 1.473], [1.503, -2.896, 2.776], [0.500, -0.897, -1.615], [-0.683, -2.673, 1.484], [0.215, -0.364, 1.738], [-3.301, 2.264, -1.919], [1.833, 2.600, -2.320], [-0.246, 0.387, -1.349], [1.407, -3.466, 4.127], [-0.262, 1.238, -2.628], [0.642, -1.704, -0.345], [-0.333, 0.829, 2.048], [-1.620, -0.009, -0.867], [0.540, -3.476, 1.891], [-0.382, -1.339, 0.737], [2.490, 3.635, -1.376], [-4.140, 0.635, 0.332], [0.303, 2.643, -2.329], [2.863, -2.903, 2.224], [3.307, 4.150, -1.877], [-1.398, 0.994, 2.101], [0.347, 1.640, 2.276], [0.428, 0.772, -3.337], [1.554, -4.546, 4.136], [2.946, -3.528, 1.335], [-2.139, -0.496, -1.708], [2.926, 3.132, -0.515], [-3.305, 1.618, -2.793], [-5.034, 1.226, 0.180], [1.509, 5.306, -1.515], [2.202, 1.610, -2.039], [-0.051, 2.919, -1.336], [1.436, -0.650, -1.928], [2.188, 2.790, -3.333], [-1.237, 1.277, -3.098], [0.439, -3.198, 4.546], [-1.354, -2.494, 2.322], [0.566, -2.751, -0.626], [-3.973, 0.387, 1.374], [3.126, -1.884, 1.919], [1.144, -0.622, 2.231], [0.005, -1.446, -2.315], [-4.314, 2.601, -1.711], [3.592, -3.190, 2.973], [0.317, 0.933, -0.597], [-1.228, -3.296, 0.777], [-2.716, 3.158, -2.116], [-0.087, 3.379, -3.024], [1.644, -1.561, 0.051], [2.142, -2.964, 4.748], [-4.261, -0.321, -0.182]],
  "smiles": "C=C[C@]1(CC(=O)N(C)C)C[NH2+][C@@H](CCCCO)[C@H](P(C)C)O1",
  "spin_multiplicity": 1,
  "gap_ha": 0.299,
  "total_charge": 1
}